{
  "formula": "C22H42NP3S2Yb",
  "method": "ωB97M-V/def2-TZVPD",
  "elements": ["Yb", "P", "P", "P", "H", "C", "C", "H", "C", "C", "C", "C", "C", "C", "C", "C", "C", "H", "H", "H", "H", "H", "H", "H", "H", "H", "H", "H", "H", "H", "H", "H", "H", "H", "H", "H", "H", "H", "H", "H", "H", "H", "H", "H", "H", "H", "C", "C", "C", "C", "C", "C", "S", "H", "H", "H", "H", "H", "H", "S", "C", "N", "C", "C", "C", "C", "H", "H", "H", "H", "H"],
  "xyz": [[-0.410489, -0.150776, 0.210121], [1.271935, -1.086853, -1.950329], [2.262922, 0.284177, 1.345142], [-2.263898, 0.296840, -1.824135], [0.779247, 3.001828, 0.483891], [-0.302350, 2.813565, 0.428022], [-1.016477, 2.386889, 1.497840], [-0.554027, 2.228869, 2.489409], [2.065567, 0.146566, -3.053573], [2.681551, -2.168801, -1.502802], [0.406525, -2.169234, -3.147361], [2.215609, 1.380598, 2.817162], [3.228067, -1.109244, 2.068300], [3.601383, 1.132182, 0.403100], [-3.576190, 1.346280, -1.076182], [-3.228594, -1.191436, -2.302936], [-1.842437, 1.063059, -3.440927], [-0.775140, 3.037797, -0.540410], [-2.115435, 2.259842, 1.462722], [2.627167, -0.344111, -3.858855], [2.750842, 0.778905, -2.470940], [1.290743, 0.788830, -3.497337], [3.116032, -2.617644, -2.404629], [2.319851, -2.976480, -0.851777], [3.464928, -1.615556, -0.969211], [1.127150, -2.583451, -3.862223], [-0.368347, -1.622530, -3.699038], [-0.071348, -2.998262, -2.608877], [3.237266, 1.617854, 3.155669], [1.674946, 0.871492, 3.629153], [1.680368, 2.309282, 2.572026], [4.238410, -0.776743, 2.351490], [3.304162, -1.924032, 1.335213], [2.712204, -1.491977, 2.961259], [4.422230, 1.400541, 1.084484], [3.193894, 2.048208, -0.046595], [3.986104, 0.494039, -0.403974], [-4.409111, 1.534451, -1.770339], [-3.155964, 2.315120, -0.759669], [-3.969629, 0.837348, -0.181154], [-4.046138, -0.930858, -2.988448], [-3.647458, -1.643941, -1.391577], [-2.562515, -1.922621, -2.781468], [-2.731395, 1.225517, -4.067075], [-1.128429, 0.425072, -3.980810], [-1.346417, 2.026539, -3.246893], [-3.401041, 5.732994, -3.014332], [-3.037203, 6.466452, -4.165712], [-3.015738, 7.862832, -4.113802], [-3.408307, 8.552936, -2.960541], [-3.875033, 7.823772, -1.860895], [-3.909432, 6.427387, -1.889163], [-3.348125, 3.987767, -2.928328], [-2.204161, 3.594567, -3.578404], [-2.775790, 5.920320, -5.073213], [-2.688484, 8.430613, -4.979406], [-3.368248, 9.644169, -2.914148], [-4.217538, 8.335347, -0.960149], [-4.309404, 5.847544, -1.053593], [-0.756535, -2.880203, 0.370527], [-0.291227, -3.119177, 2.006607], [0.803828, -3.921015, 2.300265], [1.261419, -4.143712, 3.574744], [0.625316, -3.514436, 4.630433], [-0.522623, -2.738631, 4.397292], [-0.957775, -2.527531, 3.091106], [1.283316, -4.358650, 1.513207], [2.126427, -4.814092, 3.669766], [1.007000, -3.650144, 5.637065], [-1.083534, -2.312271, 5.230267], [-1.819504, -1.900859, 2.851557]],
  "forces_ev_per_a": [[0.6, -0.4, 0.5], [0.3, -0.1, -0.5], [1.2, 0.1, 0.7], [-0.9, -0.3, -0.5], [-0.5, -0.1, 0.1], [-0.5, -0.3, 0.7], [0.2, 0.4, -0.4], [-0.2, 0.1, -0.7], [0.0, 0.1, 0.0], [0.0, -0.1, 0.2], [-0.1, -0.1, 0.0], [-0.2, 0.1, 0.1], [-0.2, -0.3, -0.1], [-0.3, 0.1, -0.3], [0.0, 0.2, 0.0], [0.1, 0.0, 0.1], [0.0, 0.2, 0.1], [0.1, -0.1, 0.5], [0.7, 0.1, -0.1], [-0.1, 0.1, 0.2], [-0.2, -0.1, -0.2], [0.3, -0.1, 0.1], [-0.1, 0.1, 0.2], [0.1, 0.2, -0.2], [-0.2, -0.1, -0.2], [-0.2, 0.1, 0.1], [0.2, -0.1, 0.1], [0.1, 0.2, -0.1], [-0.4, -0.1, -0.1], [0.2, 0.2, -0.2], [0.3, -0.2, 0.2], [-0.3, -0.1, -0.1], [0.1, 0.2, 0.3], [0.1, 0.1, -0.2], [-0.3, -0.1, -0.2], [0.2, -0.1, 0.1], [-0.1, 0.2, 0.2], [0.2, -0.1, 0.3], [-0.2, -0.4, 0.0], [0.1, 0.1, -0.3], [0.2, -0.1, 0.2], [0.1, 0.1, -0.3], [-0.3, 0.2, 0.1], [0.2, -0.1, 0.1], [-0.3, 0.2, 0.1], [0.1, -0.4, -0.1], [0.1, -0.7, -0.4], [0.6, 1.2, -0.5], [0.3, -1.2, -0.8], [0.0, 0.0, 0.2], [-0.4, -1.3, 0.8], [-0.4, 1.0, 0.6], [0.1, 0.9, 0.3], [-0.7, 1.0, -0.3], [0.1, 0.3, 0.2], [-0.1, -0.2, 0.0], [0.0, -0.4, -0.1], [0.1, -0.1, -0.3], [0.2, 0.3, -0.1], [0.1, -0.1, 0.0], [0.9, -0.3, 0.3], [-0.7, 0.4, 0.5], [-0.4, 0.5, -0.4], [0.3, -0.5, -0.1], [0.0, 0.0, -0.6], [0.2, 0.0, 0.4], [-0.3, 0.1, 0.2], [-0.5, 0.4, 0.0], [-0.1, -0.1, -0.2], [0.3, -0.1, -0.2], [0.2, -0.4, 0.3]],
  "charge": 3,
  "s_squared": 0.77,
  "homo_lumo_gap_ev": [7.755, 3.818],
  "multiplicity": 2,
  "largest_force_ev_per_a": 1.6,
  "homo_energy_ev": [-15.477, -15.477]
}